Below is an isolated molecule of C6H10N2O2 in a non-equilibrium geometry, with properties calculated with ωB97M-V/def2-TZVPD.

Frontier orbital gap (spin up / spin down) ... 0.3110 / 0.2339 hartree
Energy ... -494.38843 hartree
2S+1 ... 1
HOMO energy (spin up / spin down) ... -8.14 / -7.24 eV
LUMO level (spin up / spin down) ... 0.0118 / -0.0321 Eh
F_max ... 0.088 Eh/bohr

```
20
Properties=species:S:1:pos:R:3:forces:R:3:nbo_charge:R:1
C 0.36428 -0.77831 -1.43545 -1.004 0.644 -0.001 -0.0071
C 0.42659 0.60915 -1.74227 0.138 0.886 0.216 0.6441
C 0.79161 -1.98118 -1.44951 1.747 -3.878 -1.618 -0.4626
C 0.49308 -0.26559 1.43979 1.464 2.418 0.550 -0.2939
C 1.53035 0.51966 0.44719 -1.714 -2.034 -0.033 -0.0785
C -1.85432 1.30297 0.60428 1.054 0.966 -1.997 -0.4468
N -0.61331 -0.84794 0.81037 -0.939 -0.220 -1.400 -0.2005
N -1.69545 -0.10167 0.59103 -1.088 -3.062 0.271 -0.3436
O -0.02759 1.26541 -2.68623 0.951 -1.497 2.016 -0.5652
O 1.03988 1.28150 -0.64755 -0.384 -0.013 -0.025 -0.5119
H 0.39704 -2.99535 -1.07990 -0.059 2.132 0.258 0.2332
H 1.69150 -2.30088 -2.08703 -0.957 0.921 0.520 0.2041
H 1.20241 -1.01822 1.87692 -1.090 0.302 -0.324 0.2153
H 0.23270 0.45667 2.26791 -0.055 -0.714 -0.639 0.1876
H 2.14609 1.07063 1.09798 0.751 1.271 0.307 0.1975
H 2.04884 -0.36195 0.12490 0.839 0.094 -0.726 0.1848
H -1.54306 1.71500 -0.48386 -0.381 -0.324 2.689 0.2258
H -2.92369 1.47251 0.69558 0.066 0.407 0.372 0.2163
H -1.24455 1.65653 1.47167 -0.681 0.523 -1.046 0.2138
H -2.46238 -0.69895 0.18418 1.343 1.181 0.609 0.3876
```
Positions in Å, forces in eV/Å.

Below is a cluster of 5 separate species, C16H44BrN4O4 in total, with properties calculated with ωB97M-V/def2-TZVPD.

Frontier orbital gap ... 0.3625 hartree
Energy ... -3729.12902 hartree
2S+1 ... 1
HOMO energy ... -16.76 eV
LUMO level ... -0.2534 Eh
F_max ... 0.019 Eh/bohr
Total charge ... +3

```
69
Properties=species:S:1:pos:R:3:forces:R:3:nbo_charge:R:1
Br 0.17830 -8.12573 13.47642 -0.304 0.048 -0.071 -0.8364
C -3.37022 -9.67190 17.06272 -0.081 -0.370 -0.099 -0.7520
C -2.43458 -8.62090 16.57868 -0.353 -0.417 0.339 0.7315
O -1.57757 -8.08279 17.18554 0.337 0.248 -0.001 -0.4648
N -2.62917 -8.19252 15.14163 -0.185 0.402 0.436 -0.6357
H -1.67678 -8.17185 14.68406 -0.032 -0.131 -0.258 0.4771
H -3.26492 -8.82754 14.66115 0.254 -0.122 -0.147 0.4310
C -3.22203 -6.80797 15.11755 0.077 -0.136 -0.125 -0.4163
H -2.98459 -10.65194 16.75581 -0.016 0.077 -0.075 0.2757
H -4.37804 -9.58129 16.65495 0.042 0.101 -0.037 0.2555
H -3.41622 -9.66834 18.14715 0.055 0.130 0.034 0.2814
H -3.11180 -6.42713 14.10746 -0.060 0.073 0.000 0.2295
H -2.67687 -6.19427 15.82596 0.082 0.032 -0.036 0.2467
H -4.26943 -6.86739 15.39948 -0.026 0.026 -0.017 0.2401
C 0.37605 -10.97530 8.76760 -0.150 0.267 -0.520 -0.7493
C -0.30895 -10.76633 10.06606 0.464 -0.663 0.101 0.7160
O -0.60829 -11.58306 10.86426 -0.239 0.059 0.193 -0.4343
N -0.67264 -9.34043 10.42600 0.020 0.596 0.043 -0.6156
H -0.55370 -9.21173 11.45391 0.019 -0.132 0.025 0.4814
H -0.02739 -8.65929 10.01636 -0.080 -0.178 -0.172 0.4319
C -2.08904 -9.01571 10.03610 0.339 0.246 0.365 -0.4132
H 1.23796 -10.32013 8.62960 0.005 0.012 0.137 0.2578
H -0.31522 -10.76073 7.94270 0.022 0.025 0.095 0.2705
H 0.67780 -12.01295 8.67949 0.024 -0.055 0.120 0.2918
H -2.17277 -9.04684 8.95591 -0.151 -0.108 -0.034 0.2433
H -2.29805 -8.01480 10.40577 -0.052 0.018 -0.106 0.2282
H -2.73340 -9.72599 10.54228 -0.076 -0.134 -0.199 0.2425
C 3.02654 -11.67910 20.09488 -0.318 0.508 -0.414 -0.3948
N 1.96355 -10.93998 19.29659 0.104 -0.361 0.593 -0.1991
C 1.25292 -11.91579 18.44263 -0.132 -0.347 -0.552 -0.4152
C 1.01784 -10.33270 20.26793 0.191 0.559 0.643 -0.4212
C 2.64916 -9.89530 18.48100 0.444 0.473 -0.085 -0.2380
C 1.77385 -9.00589 17.60779 0.217 -0.249 0.286 -0.0911
O 1.27545 -9.71446 16.48934 0.061 0.262 0.007 -0.7433
H 2.51867 -12.32850 20.79831 0.082 -0.187 -0.027 0.2390
H 3.61606 -10.93523 20.62210 0.063 -0.051 0.078 0.2349
H 3.64018 -12.22297 19.38396 0.064 -0.137 0.113 0.2377
H 0.39966 -11.43381 17.97716 -0.017 0.025 0.029 0.2344
H 0.94002 -12.77298 19.03267 -0.021 0.079 0.142 0.2368
H 1.92662 -12.24715 17.65451 0.000 -0.009 0.052 0.2401
H 0.65795 -11.09078 20.95722 -0.112 -0.143 -0.172 0.2438
H 0.19100 -9.82390 19.78435 -0.020 -0.200 -0.230 0.2301
H 1.56503 -9.59305 20.85728 -0.010 -0.077 -0.061 0.2358
H 3.42069 -10.39402 17.89377 -0.189 -0.107 -0.156 0.2394
H 3.18519 -9.26416 19.19340 -0.143 0.037 0.034 0.2331
H 2.43315 -8.18375 17.31784 -0.087 0.014 -0.104 0.2041
H 0.96617 -8.57633 18.21065 -0.038 0.042 -0.153 0.1799
H 1.28219 -9.12513 15.71898 -0.146 -0.210 0.022 0.5067
C 1.59113 -4.36392 13.98475 -0.343 -0.098 0.280 -0.4277
N 1.65710 -3.41383 12.84258 0.313 0.352 0.226 -0.1991
C 1.12791 -2.07077 13.27394 0.266 -0.287 0.555 -0.4063
C 3.10429 -3.25165 12.44478 -0.703 -0.381 -0.546 -0.3953
C 0.89968 -3.91635 11.65708 0.168 -0.157 -0.765 -0.2334
C -0.46721 -4.47596 11.94717 -0.411 0.784 0.193 -0.1005
O -1.29719 -3.42201 12.42492 0.243 -0.027 0.415 -0.7333
H 1.60041 -5.38731 13.61333 0.260 0.006 0.052 0.2419
H 0.66315 -4.20140 14.53022 -0.026 -0.030 -0.087 0.2306
H 2.41818 -4.16980 14.66065 0.096 -0.020 -0.059 0.2391
H 1.09450 -1.41050 12.41635 -0.080 0.085 -0.022 0.2406
H 1.80490 -1.69025 14.03661 0.060 0.102 -0.106 0.2279
H 0.15919 -2.23070 13.73088 -0.154 0.195 -0.302 0.2517
H 3.61558 -2.73121 13.24253 0.204 0.062 -0.038 0.2401
H 3.11378 -2.71861 11.49640 0.206 0.281 0.169 0.2377
H 3.50015 -4.24839 12.26363 0.177 0.025 0.187 0.2270
H 1.49327 -4.71720 11.20845 0.060 0.019 0.122 0.2280
H 0.87544 -3.09586 10.94048 -0.152 0.013 0.027 0.2422
H -0.32266 -5.27393 12.68172 -0.539 -0.220 -0.203 0.1913
H -0.92011 -4.81696 11.01442 0.437 -0.501 -0.046 0.1997
H -2.22268 -3.68102 12.42645 -0.013 -0.041 -0.085 0.4903
```
Positions in Å, forces in eV/Å.

Below is a structure of composition C26H23BF3NO2S in a non-equilibrium geometry, with properties calculated with ωB97M-V/def2-TZVPD.

Frontier orbital gap ... 0.2089 hartree
Energy ... -1932.34476 hartree
2S+1 ... 1
HOMO energy ... -7.02 eV
LUMO level ... -0.0489 Eh
F_max ... 0.103 Eh/bohr

```
57
Properties=species:S:1:pos:R:3:forces:R:3:nbo_charge:R:1
C -1.24842 1.31845 -2.63190 -0.079 -0.032 0.084 -0.4194
N -0.63877 1.52721 -1.32548 0.170 -0.988 0.209 -0.4383
C -0.35322 2.82999 -0.95854 0.004 0.366 0.485 0.2702
C -0.83364 3.88268 -1.76087 0.041 0.164 0.123 -0.2965
C -0.79115 5.19079 -1.29151 0.313 -0.084 0.356 -0.1831
C -0.23405 5.47212 -0.03726 0.026 0.070 0.014 -0.2646
C 0.37005 4.45114 0.70942 -0.069 0.016 -0.492 -0.1781
C 0.35049 3.14302 0.23525 -0.227 0.025 -0.214 -0.3122
C 0.13560 0.39358 -0.74361 1.772 3.547 -3.540 -0.2285
H -2.22674 1.81837 -2.66509 0.228 -0.155 -0.093 0.2142
H -0.60368 1.72138 -3.43156 -0.209 -0.103 0.107 0.1930
H -1.41423 0.25580 -2.83807 0.111 0.188 0.293 0.2157
H -1.23763 3.67415 -2.75226 0.023 0.198 0.482 0.2157
H -1.19052 5.99057 -1.92043 0.134 -0.220 0.293 0.2149
H -0.24256 6.48949 0.34971 0.023 -0.198 -0.124 0.2125
H 0.87336 4.66182 1.66017 -0.235 0.005 -0.432 0.2132
H 0.85680 2.35972 0.80193 -0.327 0.443 -0.093 0.2108
H 1.00641 0.92405 -0.32115 -0.172 -0.953 -0.044 0.2561
H 0.42807 -0.12496 -1.66018 0.145 -0.355 0.308 0.2437
C -0.24365 -5.98638 2.45696 -0.210 -0.406 -0.037 -0.6426
C -0.34631 -4.52719 2.17654 -0.091 1.553 0.293 -0.1706
C -0.23086 -3.48196 3.07268 0.164 -0.454 -0.303 -0.2698
C -0.14639 -2.19177 2.47569 -0.162 -0.382 -0.478 -0.2072
C -0.20061 -2.19332 1.09341 2.088 -2.827 1.454 -0.4116
B 0.83202 -1.37943 0.07615 0.249 -2.858 1.418 1.0259
C -0.59763 -0.44220 0.26534 -4.142 1.773 1.767 -0.2349
C -1.89495 -0.85815 -0.33118 0.914 0.347 -0.256 -0.1183
C -3.00632 -0.10827 -0.10805 -0.353 -0.057 -0.063 -0.2018
C -2.99323 0.94224 0.81807 0.119 0.339 0.057 -0.1857
C -4.07094 1.97050 0.82075 -0.193 0.642 -0.241 0.9749
F -4.29062 2.50339 2.05480 0.020 -0.301 -0.769 -0.3265
F -3.71991 3.03041 0.00224 -0.433 -0.749 0.661 -0.3368
F -5.25560 1.50130 0.35076 0.562 0.298 0.302 -0.3262
C -1.88676 1.14298 1.64434 -0.823 0.281 0.451 -0.1742
C -0.74910 0.42790 1.46369 1.102 -0.670 -1.032 -0.1785
O 2.06180 -0.93132 0.67727 -0.712 -0.161 -0.457 -0.6523
C 3.01820 -1.27574 -0.23715 0.132 -0.359 -1.290 0.2194
C 2.45067 -1.98620 -1.32385 0.935 0.886 0.404 0.2969
C 3.21303 -2.32067 -2.43316 -0.485 -0.072 0.266 -0.2792
C 4.53769 -1.88262 -2.47584 0.236 0.098 0.197 -0.2186
C 5.09553 -1.17928 -1.40313 0.045 -0.296 -0.151 -0.2225
C 4.35501 -0.92139 -0.24727 -0.358 0.118 0.276 -0.2417
O 1.10641 -2.13370 -1.14444 -0.326 0.834 0.765 -0.6738
S -0.46167 -3.85132 0.58767 0.400 -0.437 -0.218 0.4670
H -0.29376 -6.16973 3.53606 -0.020 0.113 -0.189 0.2288
H -1.04824 -6.56610 1.98377 0.231 0.134 0.064 0.2283
H 0.72186 -6.37919 2.10245 -0.320 0.102 0.027 0.2306
H -0.10322 -3.65388 4.13796 -0.119 0.099 -0.129 0.2222
H -0.01896 -1.30370 3.07036 0.092 0.112 0.072 0.2259
H -1.89069 -1.70525 -1.02412 -0.019 0.479 0.064 0.2187
H -3.91351 -0.28114 -0.68352 0.152 -0.152 0.172 0.2367
H -1.94132 1.91959 2.41513 0.096 -0.390 -0.247 0.2428
H 0.11102 0.54471 2.13359 -0.214 0.280 -0.603 0.2281
H 2.75361 -2.89336 -3.23257 0.136 0.156 -0.035 0.2255
H 5.14513 -2.09257 -3.35794 -0.195 0.059 0.282 0.2184
H 6.12361 -0.82346 -1.46615 -0.231 -0.205 0.054 0.2182
H 4.77249 -0.44310 0.63411 0.060 0.137 -0.271 0.2250
```
Positions in Å, forces in eV/Å.